# 1
{
  "formula": "C15H31ClN2O3P",
  "method": "ωB97M-V with the def2-TZVPD basis set",
  "charge": 1,
  "multiplicity": 1,
  "smiles": "CCC(=O)OCC[C@@H]1CC[N@@+]([PH2]=O)([C@H](Cl)CC)C[C@H]1CCN",
  "largest_force_ev_per_a": 0.6,
  "e_tot_ha": -1726.6894,
  "mol_weight_g_mol": 353.85,
  "species": ["C", "C", "C", "O", "O", "C", "C", "C", "C", "C", "N", "P", "O", "C", "Cl", "C", "C", "C", "C", "C", "C", "N", "H", "H", "H", "H", "H", "H", "H", "H", "H", "H", "H", "H", "H", "H", "H", "H", "H", "H", "H", "H", "H", "H", "H", "H", "H", "H", "H", "H", "H", "H", "H"],
  "positions_angstrom": [[-3.807, 1.960, 0.079], [-3.939, 1.138, -1.197], [-2.732, 1.257, -2.091], [-1.948, 2.165, -2.065], [-2.624, 0.214, -2.960], [-1.291, -0.267, -3.166], [-0.884, -1.243, -2.057], [0.194, -0.629, -1.155], [1.525, -0.602, -1.912], [2.760, -0.299, -1.063], [2.457, 0.077, 0.374], [4.086, -0.058, 1.182], [5.050, 0.905, 0.662], [1.803, 1.475, 0.593], [1.809, 2.419, -0.899], [2.380, 2.312, 1.730], [1.984, 1.867, 3.147], [1.574, -0.986, 0.994], [0.313, -1.372, 0.181], [-0.963, -1.194, 1.052], [-1.744, -2.481, 1.350], [-2.814, -2.673, 0.375], [-4.741, 1.939, 0.639], [-3.556, 2.993, -0.150], [-3.024, 1.555, 0.724], [-4.124, 0.082, -0.994], [-4.805, 1.479, -1.773], [-0.622, 0.595, -3.197], [-1.264, -0.722, -4.152], [-1.775, -1.486, -1.477], [-0.490, -2.160, -2.501], [-0.094, 0.409, -0.954], [1.674, -1.575, -2.384], [1.470, 0.130, -2.717], [3.399, 0.467, -1.489], [3.376, -1.198, -0.991], [3.726, -0.002, 2.530], [4.335, -1.403, 0.892], [0.757, 1.269, 0.811], [3.449, 2.475, 1.599], [1.933, 3.295, 1.580], [0.984, 2.231, 3.382], [1.980, 0.791, 3.312], [2.658, 2.322, 3.871], [2.210, -1.864, 1.131], [1.292, -0.630, 1.981], [0.388, -2.439, -0.047], [-0.699, -0.745, 2.013], [-1.639, -0.487, 0.562], [-1.079, -3.345, 1.293], [-2.122, -2.438, 2.378], [-3.520, -1.954, 0.482], [-3.268, -3.570, 0.495]]
}

=====

# 2
{
  "formula": "C15H31F2N3O5",
  "method": "ωB97M-V with the def2-TZVPD basis set",
  "charge": 0,
  "multiplicity": 1,
  "smiles": "CC(=O)O[C@H](F)C[C@@H](C)F.CNC(C)=O.CNC(C)=O.CNC(C)=O",
  "largest_force_ev_per_a": 1.2,
  "e_tot_ha": -1330.3899,
  "mol_weight_g_mol": 371.42,
  "species": ["C", "C", "O", "O", "C", "F", "C", "C", "C", "F", "H", "H", "H", "H", "H", "H", "H", "H", "H", "H", "C", "N", "C", "C", "O", "H", "H", "H", "H", "H", "H", "H", "C", "N", "C", "C", "O", "H", "H", "H", "H", "H", "H", "H", "C", "N", "C", "C", "O", "H", "H", "H", "H", "H", "H", "H"],
  "positions_angstrom": [[2.203, 0.561, -0.359], [3.181, 0.399, 0.770], [3.620, 1.352, 1.355], [3.378, -0.861, 1.313], [4.345, -1.729, 0.804], [5.591, -1.094, 0.819], [4.079, -2.311, -0.598], [4.970, -1.797, -1.719], [4.681, -2.482, -3.051], [4.777, -0.409, -1.868], [2.689, 1.117, -1.163], [1.406, 1.199, 0.042], [1.763, -0.366, -0.710], [4.397, -2.534, 1.543], [3.029, -2.161, -0.853], [4.234, -3.395, -0.547], [6.021, -1.930, -1.442], [4.949, -1.820, -3.876], [3.625, -2.756, -3.124], [5.268, -3.400, -3.125], [-2.935, -0.297, 0.542], [-1.560, -0.748, 0.405], [-0.789, -1.399, 1.310], [-1.410, -1.713, 2.651], [0.367, -1.701, 1.053], [-3.561, -0.746, -0.229], [-2.982, 0.789, 0.444], [-3.325, -0.571, 1.516], [-1.086, -0.554, -0.462], [-0.666, -2.223, 3.255], [-1.719, -0.800, 3.159], [-2.282, -2.359, 2.535], [0.150, 3.552, 5.191], [-0.064, 3.199, 3.803], [0.850, 3.155, 2.793], [2.275, 3.520, 3.137], [0.505, 2.828, 1.669], [-0.114, 2.721, 5.848], [-0.454, 4.418, 5.470], [1.193, 3.797, 5.356], [-0.996, 2.946, 3.514], [2.880, 3.427, 2.243], [2.335, 4.542, 3.517], [2.671, 2.841, 3.892], [-6.725, 0.496, -4.586], [-6.414, -0.098, -3.301], [-5.324, -0.829, -2.952], [-4.280, -1.074, -4.017], [-5.203, -1.267, -1.820], [-6.822, 1.579, -4.497], [-7.660, 0.095, -4.980], [-5.936, 0.282, -5.298], [-7.072, 0.027, -2.547], [-3.485, -1.670, -3.580], [-4.704, -1.615, -4.863], [-3.864, -0.133, -4.380]]
}

=====

multiplicity of number 1 (C15H31ClN2O3P)?
1